{
  "formula": "C92H212N8O28",
  "method": "ωB97M-V/def2-TZVPD",
  "orbital_gap_ev": 7.8,
  "energy_ev": -168073.773,
  "relative_energy_kcal_mol": 0.00,
  "e_homo_ev": -7.54,
  "elements": ["C", "C", "C", "C", "C", "C", "N", "O", "C", "C", "C", "H", "H", "H", "H", "H", "H", "H", "H", "H", "H", "H", "H", "H", "H", "H", "H", "H", "H", "H", "C", "C", "C", "C", "C", "C", "N", "O", "C", "C", "C", "H", "H", "H", "H", "H", "H", "H", "H", "H", "H", "H", "H", "H", "H", "H", "H", "H", "H", "H", "C", "C", "C", "C", "C", "C", "N", "O", "C", "C", "C", "H", "H", "H", "H", "H", "H", "H", "H", "H", "H", "H", "H", "H", "H", "H", "H", "H", "H", "H", "C", "C", "C", "C", "C", "C", "N", "O", "C", "C", "C", "H", "H", "H", "H", "H", "H", "H", "H", "H", "H", "H", "H", "H", "H", "H", "H", "H", "H", "H", "C", "C", "C", "C", "C", "C", "N", "O", "C", "C", "C", "H", "H", "H", "H", "H", "H", "H", "H", "H", "H", "H", "H", "H", "H", "H", "H", "H", "H", "H", "C", "C", "C", "C", "C", "C", "N", "O", "C", "C", "C", "H", "H", "H", "H", "H", "H", "H", "H", "H", "H", "H", "H", "H", "H", "H", "H", "H", "H", "H", "C", "C", "C", "C", "C", "C", "N", "O", "C", "C", "C", "H", "H", "H", "H", "H", "H", "H", "H", "H", "H", "H", "H", "H", "H", "H", "H", "H", "H", "H", "C", "C", "C", "C", "C", "C", "N", "O", "C", "C", "C", "H", "H", "H", "H", "H", "H", "H", "H", "H", "H", "H", "H", "H", "H", "H", "H", "H", "H", "H", "C", "C", "O", "O", "H", "H", "H", "H", "H", "H", "C", "C", "O", "O", "H", "H", "H", "H", "H", "H", "C", "C", "O", "O", "H", "H", "H", "H", "H", "H", "C", "C", "O", "O", "H", "H", "H", "H", "H", "H", "C", "C", "O", "O", "H", "H", "H", "H", "H", "H", "C", "C", "O", "O", "H", "H", "H", "H", "H", "H", "C", "C", "O", "O", "H", "H", "H", "H", "H", "H", "C", "C", "O", "O", "H", "H", "H", "H", "H", "H", "C", "C", "O", "O", "H", "H", "H", "H", "H", "H", "C", "C", "O", "O", "H", "H", "H", "H", "H", "H"],
  "coordinates": [[0.743, 6.805, 3.458], [0.893, 5.370, 2.794], [2.144, 5.295, 1.886], [3.499, 5.221, 2.585], [3.603, 4.021, 3.480], [2.376, 3.896, 4.499], [1.026, 4.215, 3.769], [-0.097, 4.257, 4.689], [2.419, 2.396, 4.935], [2.613, 4.806, 5.695], [-0.299, 5.125, 1.797], [-0.135, 6.896, 4.097], [0.631, 7.592, 2.713], [1.572, 7.106, 4.099], [2.080, 4.400, 1.266], [2.225, 6.264, 1.393], [3.624, 6.050, 3.281], [4.310, 5.348, 1.867], [4.600, 4.000, 3.921], [3.691, 3.139, 2.846], [2.422, 1.677, 4.116], [3.328, 2.291, 5.527], [1.660, 2.149, 5.676], [2.818, 5.826, 5.369], [1.759, 4.905, 6.364], [3.479, 4.464, 6.261], [-0.572, 4.082, 1.636], [-0.075, 5.513, 0.803], [-1.212, 5.616, 2.134], [-0.460, 3.368, 4.662], [5.249, 0.464, -1.574], [6.604, 0.968, -1.106], [6.519, 2.539, -0.883], [5.851, 2.980, 0.439], [6.454, 2.182, 1.639], [6.581, 0.651, 1.501], [7.101, 0.285, 0.142], [7.418, -1.039, 0.046], [7.650, 0.238, 2.537], [5.186, -0.002, 1.881], [7.565, 0.729, -2.279], [5.261, -0.624, -1.635], [5.019, 0.854, -2.566], [4.416, 0.816, -0.966], [7.567, 2.785, -0.711], [6.120, 3.017, -1.778], [4.805, 2.757, 0.227], [5.955, 4.058, 0.557], [5.875, 2.396, 2.538], [7.461, 2.593, 1.701], [8.629, 0.157, 2.065], [7.807, 0.949, 3.348], [7.478, -0.741, 2.984], [5.122, -1.090, 1.846], [4.913, 0.307, 2.890], [4.421, 0.306, 1.167], [7.423, -0.333, -2.476], [8.550, 0.942, -1.862], [7.450, 1.429, -3.107], [6.559, -1.468, 0.072], [-8.520, 2.544, 2.265], [-8.435, 1.076, 1.728], [-9.643, 1.002, 0.766], [-9.621, -0.280, -0.060], [-8.328, -0.259, -0.927], [-7.011, -0.097, -0.157], [-7.183, 0.851, 0.940], [-6.079, 1.070, 1.749], [-6.593, -1.486, 0.342], [-6.005, 0.408, -1.135], [-8.714, 0.071, 2.886], [-9.568, 2.687, 2.527], [-8.244, 3.181, 1.424], [-7.879, 2.805, 3.107], [-10.571, 1.037, 1.337], [-9.584, 1.882, 0.125], [-10.533, -0.378, -0.648], [-9.704, -1.136, 0.609], [-8.474, 0.468, -1.726], [-8.250, -1.245, -1.385], [-6.844, -2.249, -0.394], [-5.605, -1.510, 0.802], [-7.255, -1.682, 1.185], [-6.211, 1.470, -1.272], [-5.006, 0.271, -0.721], [-6.086, -0.018, -2.135], [-8.806, -0.940, 2.490], [-9.600, 0.328, 3.467], [-7.859, 0.107, 3.561], [-5.645, 1.815, 1.327], [-4.201, -6.495, 4.968], [-3.764, -5.278, 4.127], [-5.051, -4.535, 3.560], [-4.701, -3.069, 3.337], [-4.184, -2.296, 4.492], [-3.392, -3.165, 5.577], [-2.814, -4.385, 4.930], [-2.022, -5.100, 5.734], [-2.293, -2.239, 6.185], [-4.328, -3.508, 6.700], [-2.896, -5.755, 2.903], [-4.643, -6.248, 5.934], [-3.292, -7.008, 5.283], [-4.908, -7.148, 4.457], [-5.156, -5.042, 2.600], [-5.927, -4.776, 4.162], [-5.579, -2.516, 3.006], [-4.047, -2.927, 2.476], [-5.070, -2.029, 5.067], [-3.825, -1.316, 4.176], [-1.559, -2.735, 6.821], [-1.627, -2.004, 5.354], [-2.719, -1.421, 6.764], [-4.408, -2.784, 7.511], [-5.323, -3.721, 6.310], [-4.090, -4.403, 7.275], [-2.704, -4.986, 2.155], [-3.406, -6.538, 2.342], [-1.950, -6.142, 3.283], [-1.171, -4.672, 5.611], [4.971, -4.704, 0.533], [4.754, -5.166, -0.884], [5.308, -6.626, -1.070], [4.359, -7.803, -0.764], [2.820, -7.627, -1.252], [2.333, -6.237, -0.822], [3.338, -5.105, -1.163], [2.830, -3.872, -1.006], [1.018, -6.112, -1.649], [1.958, -6.259, 0.653], [5.576, -4.254, -1.746], [4.418, -5.254, 1.295], [4.712, -3.654, 0.672], [5.997, -4.798, 0.888], [5.638, -6.705, -2.105], [6.106, -6.875, -0.370], [4.371, -7.868, 0.324], [4.813, -8.718, -1.144], [2.289, -8.457, -0.786], [2.684, -7.818, -2.317], [0.478, -7.044, -1.481], [0.427, -5.290, -1.246], [1.161, -5.888, -2.706], [1.673, -5.295, 1.074], [1.262, -6.998, 1.051], [2.867, -6.530, 1.189], [5.539, -4.510, -2.805], [6.639, -4.332, -1.517], [5.440, -3.192, -1.546], [2.489, -3.610, -1.865], [1.277, 5.444, -2.078], [2.633, 5.933, -2.494], [3.150, 4.861, -3.420], [4.349, 5.200, -4.347], [4.021, 6.600, -5.024], [3.519, 7.772, -4.106], [2.538, 7.228, -3.148], [2.186, 8.186, -2.230], [4.745, 8.389, -3.422], [2.947, 8.825, -5.029], [3.651, 6.080, -1.289], [0.590, 5.165, -2.877], [0.721, 6.064, -1.376], [1.442, 4.504, -1.551], [3.564, 3.979, -2.930], [2.355, 4.566, -4.104], [4.438, 4.564, -5.228], [5.336, 5.279, -3.890], [3.404, 6.437, -5.907], [5.030, 6.781, -5.394], [5.338, 8.830, -4.223], [4.584, 9.231, -2.749], [5.395, 7.638, -2.971], [3.683, 9.226, -5.725], [2.137, 8.445, -5.653], [2.516, 9.670, -4.492], [3.260, 5.447, -0.492], [3.699, 7.075, -0.846], [4.677, 5.745, -1.436], [2.963, 8.662, -1.926], [-3.746, -2.860, -3.313], [-2.607, -3.754, -2.697], [-3.211, -4.595, -1.557], [-4.113, -5.767, -2.017], [-3.147, -6.676, -2.818], [-2.481, -6.043, -4.019], [-1.935, -4.692, -3.671], [-1.093, -4.054, -4.620], [-1.339, -6.943, -4.478], [-3.506, -5.963, -5.205], [-1.550, -2.815, -2.052], [-3.289, -2.186, -4.037], [-4.296, -2.204, -2.639], [-4.444, -3.462, -3.896], [-2.460, -4.829, -0.802], [-3.838, -3.869, -1.040], [-4.901, -5.495, -2.720], [-4.589, -6.303, -1.195], [-3.777, -7.481, -3.196], [-2.474, -7.297, -2.226], [-0.615, -7.220, -3.711], [-1.632, -7.926, -4.845], [-0.784, -6.517, -5.313], [-4.401, -5.464, -4.834], [-3.059, -5.555, -6.112], [-3.834, -6.976, -5.442], [-0.688, -3.277, -1.571], [-1.998, -2.304, -1.200], [-1.174, -2.099, -2.783], [-1.737, -3.862, -5.306], [0.471, -0.577, 3.118], [0.157, -1.499, 1.874], [-1.365, -1.319, 1.582], [-1.782, 0.022, 0.992], [-0.928, 0.357, -0.234], [0.652, 0.165, -0.001], [0.882, -1.192, 0.622], [2.299, -1.495, 0.720], [1.175, 0.217, -1.421], [1.387, 1.370, 0.688], [0.330, -2.960, 2.293], [1.534, -0.386, 3.266], [-0.002, -1.034, 3.987], [0.096, 0.445, 3.066], [-1.845, -2.135, 1.041], [-1.932, -1.438, 2.505], [-1.612, 0.871, 1.654], [-2.819, 0.094, 0.666], [-1.209, 1.398, -0.394], [-1.268, -0.170, -1.125], [2.246, 0.021, -1.359], [0.845, -0.626, -2.028], [1.082, 1.166, -1.949], [0.991, 2.380, 0.588], [1.436, 1.265, 1.772], [2.447, 1.458, 0.448], [1.381, -3.144, 2.514], [0.074, -3.681, 1.517], [-0.288, -3.194, 3.160], [2.370, -2.227, 0.103], [-2.935, 1.200, -3.511], [-4.145, 1.529, -4.297], [-3.953, 2.532, -5.333], [-1.923, 0.502, -4.207], [-3.431, 0.646, -2.713], [-2.467, 2.092, -3.094], [-5.028, 1.715, -3.687], [-4.479, 0.668, -4.877], [-4.186, 2.241, -6.217], [-1.467, 1.258, -4.583], [-4.526, 5.272, -2.531], [-3.067, 5.131, -2.036], [-2.477, 6.325, -1.407], [-5.530, 5.509, -1.592], [-4.638, 4.417, -3.198], [-4.710, 6.127, -3.181], [-2.431, 5.173, -2.919], [-2.772, 4.258, -1.453], [-1.928, 6.721, -2.088], [-5.437, 6.404, -1.257], [2.398, -3.451, -4.166], [3.181, -2.202, -4.503], [2.479, -1.227, -5.267], [1.455, -3.177, -3.226], [2.947, -4.216, -3.616], [1.998, -3.843, -5.101], [4.170, -2.416, -4.907], [3.327, -1.676, -3.560], [1.608, -1.612, -5.389], [0.658, -3.530, -3.629], [2.295, -1.525, 8.352], [2.361, -0.733, 6.973], [3.569, -1.028, 6.370], [1.674, -2.783, 8.179], [1.674, -0.953, 9.041], [3.299, -1.514, 8.776], [2.226, 0.329, 7.177], [1.544, -1.012, 6.308], [3.537, -1.956, 6.127], [2.419, -3.359, 7.990], [-1.007, 4.388, -7.097], [0.059, 3.923, -6.132], [-0.047, 2.551, -5.792], [-2.142, 4.674, -6.312], [-1.358, 3.598, -7.761], [-0.658, 5.256, -7.656], [0.014, 4.478, -5.195], [1.065, 4.065, -6.528], [0.799, 2.361, -5.381], [-2.511, 3.979, -5.763], [-4.076, 4.197, 1.227], [-3.773, 3.625, 2.599], [-3.324, 2.260, 2.706], [-5.025, 3.428, 0.575], [-3.171, 4.466, 0.681], [-4.581, 5.140, 1.434], [-4.718, 3.743, 3.128], [-3.111, 4.228, 3.221], [-4.025, 1.785, 2.252], [-5.435, 3.997, -0.080], [-1.182, 1.239, 7.034], [-2.078, 1.746, 5.848], [-1.306, 1.788, 4.682], [-0.160, 2.127, 7.506], [-0.877, 0.200, 6.908], [-1.898, 1.245, 7.856], [-2.484, 2.747, 5.996], [-2.890, 1.070, 5.578], [-1.834, 1.786, 3.880], [0.211, 1.726, 8.296], [3.001, -4.205, 4.987], [1.716, -5.020, 5.108], [0.698, -4.260, 5.726], [3.615, -3.788, 6.201], [2.693, -3.299, 4.465], [3.678, -4.646, 4.256], [1.844, -5.934, 5.689], [1.320, -5.377, 4.157], [1.046, -3.811, 6.500], [4.285, -4.366, 6.574], [4.545, 1.551, -5.198], [3.104, 1.843, -5.702], [2.204, 1.402, -4.709], [4.925, 0.164, -5.490], [4.797, 2.131, -4.310], [5.118, 2.065, -5.970], [3.036, 1.309, -6.649], [2.910, 2.887, -5.948], [2.160, 0.448, -4.612], [4.103, -0.326, -5.411], [-0.606, -0.583, -8.005], [-0.906, -1.619, -6.948], [-0.254, -1.430, -5.730], [-1.352, 0.660, -7.945], [-0.634, -1.033, -8.998], [0.450, -0.376, -7.829], [-0.600, -2.592, -7.332], [-1.962, -1.532, -6.695], [-0.849, -0.850, -5.249], [-1.124, 1.288, -7.256]]
}

{
  "formula": "C20H27F2N3O3S2",
  "method": "ωB97M-V/def2-TZVPD",
  "orbital_gap_ev": 8.0,
  "energy_ev": -58895.781,
  "e_homo_ev": -8.88,
  "elements": ["C", "C", "S", "C", "C", "C", "C", "N", "S", "N", "C", "C", "N", "C", "O", "F", "C", "O", "F", "C", "C", "C", "C", "C", "C", "C", "C", "C", "O", "C", "H", "H", "H", "H", "H", "H", "H", "H", "H", "H", "H", "H", "H", "H", "H", "H", "H", "H", "H", "H", "H", "H", "H", "H", "H", "H", "H"],
  "coordinates": [[6.275, -1.371, -1.442], [5.391, -0.646, -0.439], [4.904, 0.978, -1.073], [3.717, 1.646, 0.174], [2.944, 0.529, 0.811], [3.377, 0.089, 2.026], [2.735, -1.001, 2.671], [3.024, -1.574, 3.829], [1.976, -2.783, 4.033], [1.137, -2.642, 2.679], [1.624, -1.611, 1.997], [1.144, -1.120, 0.743], [0.029, -1.724, 0.027], [0.486, -2.757, -0.825], [1.570, -3.213, -0.791], [-0.377, -3.138, -1.738], [-1.027, -2.209, 0.842], [-1.203, -3.351, 1.066], [-1.826, -1.299, 1.340], [1.793, -0.064, 0.162], [1.401, 0.535, -1.173], [0.663, 1.886, -1.063], [-0.881, 1.790, -1.210], [-1.675, 2.527, -0.109], [-2.778, 1.658, 0.529], [-4.184, 2.260, 0.486], [-5.225, 1.164, 0.708], [-5.473, 0.336, -0.556], [-5.482, -1.052, -0.251], [-4.917, -1.846, -1.265], [7.274, -0.949, -1.511], [6.409, -2.393, -1.088], [5.814, -1.459, -2.423], [5.955, -0.535, 0.486], [4.514, -1.262, -0.254], [3.091, 2.369, -0.339], [4.321, 2.168, 0.908], [4.221, 0.572, 2.500], [2.331, 0.669, -1.722], [0.812, -0.191, -1.725], [0.945, 2.423, -0.160], [1.007, 2.492, -1.903], [-1.146, 2.197, -2.184], [-1.128, 0.730, -1.242], [-2.068, 3.482, -0.451], [-0.961, 2.753, 0.684], [-2.815, 0.677, 0.061], [-2.533, 1.493, 1.577], [-4.385, 2.846, -0.412], [-4.286, 2.945, 1.332], [-4.855, 0.487, 1.480], [-6.173, 1.568, 1.061], [-6.474, 0.584, -0.926], [-4.757, 0.579, -1.345], [-3.992, -1.408, -1.655], [-5.610, -2.021, -2.094], [-4.651, -2.815, -0.846]]
}

{
  "formula": "C39H39BBrF14N3OSrTe",
  "method": "ωB97M-V/def2-TZVPD",
  "total_charge": -2,
  "orbital_gap_ev": 6.1,
  "energy_ev": -164496.925,
  "relative_energy_kcal_mol": 16.82,
  "e_homo_ev": -2.35,
  "elements": ["Sr", "C", "N", "C", "C", "N", "C", "C", "F", "C", "F", "C", "F", "C", "F", "C", "F", "C", "C", "N", "C", "C", "F", "C", "F", "C", "F", "C", "F", "C", "F", "H", "H", "H", "H", "H", "H", "H", "H", "H", "H", "H", "C", "C", "C", "C", "C", "C", "C", "Br", "C", "O", "C", "C", "C", "C", "C", "C", "H", "H", "H", "H", "H", "H", "H", "H", "H", "H", "H", "H", "H", "H", "H", "H", "H", "H", "H", "H", "C", "Te", "C", "C", "C", "C", "C", "C", "C", "H", "H", "H", "H", "H", "H", "H", "H", "F", "B", "F", "F", "F"],
  "coordinates": [[-0.545, 1.077, -0.389], [-1.696, 3.222, -2.710], [-0.528, 3.324, -1.835], [-0.683, 4.439, -0.885], [-1.569, 4.053, 0.311], [-0.949, 3.114, 1.241], [-0.459, 3.595, 2.377], [-0.087, 4.926, 2.701], [-0.151, 5.903, 1.753], [0.429, 5.304, 3.928], [0.753, 6.597, 4.138], [0.631, 4.382, 4.936], [1.116, 4.752, 6.145], [0.305, 3.058, 4.668], [0.506, 2.125, 5.622], [-0.222, 2.692, 3.456], [-0.487, 1.379, 3.262], [0.704, 3.400, -2.629], [1.172, 1.998, -3.046], [1.630, 1.184, -1.930], [2.943, 1.011, -1.793], [4.003, 1.840, -2.250], [3.729, 3.027, -2.863], [5.341, 1.572, -2.027], [6.274, 2.432, -2.489], [5.737, 0.456, -1.316], [7.047, 0.183, -1.107], [4.742, -0.388, -0.834], [5.098, -1.483, -0.138], [3.415, -0.128, -1.075], [2.508, -0.993, -0.584], [-2.614, 3.175, -2.130], [-1.648, 2.319, -3.318], [-1.752, 4.092, -3.385], [-1.096, 5.327, -1.393], [0.307, 4.705, -0.512], [-2.473, 3.571, -0.074], [-1.915, 4.972, 0.799], [1.484, 3.851, -2.016], [0.556, 4.043, -3.514], [1.912, 2.092, -3.850], [0.317, 1.477, -3.497], [-3.172, -7.003, -0.815], [-3.744, -5.824, -0.015], [-5.231, -5.662, -0.358], [-3.636, -6.166, 1.471], [-2.990, -4.542, -0.361], [-2.309, -3.781, 0.578], [-1.663, -2.629, 0.180], [-0.783, -1.599, 1.534], [-1.616, -2.122, -1.145], [-0.973, -1.050, -1.424], [-2.335, -2.915, -2.100], [-2.975, -4.068, -1.672], [-2.463, -2.564, -3.594], [-1.875, -3.717, -4.427], [-1.756, -1.279, -4.037], [-3.950, -2.392, -3.940], [-3.712, -7.927, -0.586], [-2.117, -7.149, -0.575], [-3.245, -6.824, -1.889], [-5.785, -6.576, -0.117], [-5.373, -5.449, -1.418], [-5.663, -4.833, 0.204], [-4.184, -7.089, 1.679], [-4.060, -5.376, 2.094], [-2.598, -6.315, 1.773], [-2.277, -4.059, 1.622], [-3.516, -4.641, -2.418], [-0.815, -3.846, -4.201], [-1.974, -3.497, -5.494], [-2.379, -4.665, -4.229], [-0.686, -1.312, -3.847], [-2.165, -0.409, -3.529], [-1.926, -1.164, -5.115], [-4.527, -3.295, -3.732], [-4.059, -2.161, -5.005], [-4.377, -1.569, -3.365], [3.105, 0.187, 3.824], [2.663, 1.284, 2.051], [4.491, 2.328, 2.392], [5.062, 1.769, 3.670], [6.257, 2.270, 4.183], [6.794, 1.773, 5.356], [6.136, 0.758, 6.038], [4.949, 0.254, 5.536], [4.401, 0.749, 4.353], [3.198, -0.870, 3.580], [2.296, 0.317, 4.542], [4.291, 3.394, 2.482], [5.166, 2.164, 1.552], [6.767, 3.063, 3.648], [7.723, 2.175, 5.741], [6.545, 0.362, 6.959], [4.429, -0.536, 6.065], [-3.066, 1.007, -0.321], [-4.257, 1.266, -1.097], [-4.558, 2.635, -0.981], [-5.298, 0.488, -0.615], [-3.971, 0.957, -2.434]]
}